# 1
Density functional theory data (wB97M-V/def2-TZVPD) for a structure of composition C20H16ClGdN5O12S2 in a non-equilibrium geometry.

Cartesian coordinates (Å):
Gd1 0.148 -0.209 -0.347
O1 1.013 3.212 2.442
C1 0.496 2.106 1.869
O2 1.227 1.177 1.499
C2 -0.948 1.956 1.963
C3 -1.831 2.961 2.391
C4 -3.179 2.743 2.274
C5 -3.642 1.519 1.747
C6 -2.711 0.573 1.375
N1 -1.391 0.766 1.481
C7 -3.034 -0.802 0.876
O3 -4.285 -1.038 0.451
O4 -2.206 -1.669 0.899
H1 1.955 3.213 2.233
H2 -1.427 3.892 2.765
H3 -3.887 3.505 2.575
H4 -4.705 1.328 1.672
H5 -4.747 -0.208 0.298
O5 -0.421 -2.296 -1.061
S1 -1.217 -1.680 -2.146
O6 -2.204 -2.526 -2.756
O7 -1.734 -0.390 -1.627
O8 1.342 -1.513 -2.658
O9 3.613 -1.288 1.231
Cl1 2.496 -1.434 0.371
O10 2.636 -2.595 -0.449
O11 1.279 -1.540 1.142
O12 2.380 -0.264 -0.482
S2 -0.329 2.775 -0.471
C8 0.547 3.124 -1.955
N2 1.086 4.332 -2.068
N3 1.384 4.780 -3.312
C9 0.476 4.942 -4.358
C10 -0.861 4.534 -4.285
C11 -1.713 4.759 -5.349
C12 -1.267 5.393 -6.503
C13 0.055 5.805 -6.576
C14 0.919 5.583 -5.519
N4 0.556 2.257 -2.956
N5 0.366 0.993 -2.670
C15 0.180 0.210 -3.707
C16 0.062 0.662 -5.056
C17 -0.090 -0.214 -6.073
C18 -0.142 -1.634 -5.821
C19 -0.006 -2.135 -4.587
C20 0.172 -1.256 -3.406
H6 2.138 5.446 -3.282
H7 -1.233 4.071 -3.383
H8 -2.744 4.440 -5.271
H9 -1.943 5.569 -7.330
H10 0.415 6.307 -7.465
H11 1.952 5.910 -5.576
H12 0.116 1.729 -5.221
H13 -0.149 0.141 -7.094
H14 -0.283 -2.309 -6.657
H15 -0.043 -3.200 -4.398
H16 1.310 -2.400 -2.269

Its spin multiplicity is 8. The total charge is -1. For the HOMO-LUMO gap (alpha / beta), the calculation gives 4.5500 / 5.3969 eV. The strongest force on any atom comes out at 4.8 eV/A.

The computed Löwdin charges, all in e, follow: number 1, Gd, carries 1.560; number 2, O, carries 0.086; number 3, C, carries -0.645; number 4, O, carries -0.085; number 5, C, carries -0.351; number 6, C, carries -0.031; number 7, C, carries -0.076; number 8, C, carries -0.024; number 9, C, carries -0.218; number 10, N, carries 0.030; number 11, C, carries -0.483; number 12, O, carries 0.133; number 13, O, carries 0.101; number 14, H, carries 0.124; number 15, H, carries 0.117; number 16, H, carries 0.096; number 17, H, carries 0.101; number 18, H, carries 0.100; number 19, O, carries -0.412; number 20, S, carries 0.538; number 21, O, carries -0.264; number 22, O, carries -0.411; number 23, O, carries -0.046; number 24, O, carries -0.267; number 25, Cl, carries 0.660; number 26, O, carries -0.288; number 27, O, carries -0.389; number 28, O, carries -0.425; number 29, S, carries 0.783; number 30, C, carries -0.786; number 31, N, carries 0.059; number 32, N, carries 0.025; number 33, C, carries -0.241; number 34, C, carries -0.026; number 35, C, carries -0.084; number 36, C, carries -0.110; number 37, C, carries -0.107; number 38, C, carries -0.042; number 39, N, carries -0.001; number 40, N, carries -0.022; number 41, C, carries -0.214; number 42, C, carries -0.004; number 43, C, carries -0.068; number 44, C, carries -0.076; number 45, C, carries -0.031; number 46, C, carries -0.431; number 47, H, carries 0.135; number 48, H, carries 0.102; number 49, H, carries 0.104; number 50, H, carries 0.094; number 51, H, carries 0.097; number 52, H, carries 0.106; number 53, H, carries 0.100; number 54, H, carries 0.097; number 55, H, carries 0.102; number 56, H, carries 0.123; number 57, H, carries 0.085

# 2
Density functional theory data (wB97M-V/def2-TZVPD) for a cluster of 2 separate species, C5H8O4 in total in a non-equilibrium geometry.

Cartesian coordinates (Å):
C1 -0.142 -1.657 1.267
O1 -0.420 -1.084 -0.015
C2 -1.516 -0.136 -0.160
O2 -2.542 -0.492 -0.718
O3 -1.583 0.641 1.003
H1 -0.933 -2.357 1.543
H2 0.808 -2.187 1.179
H3 -0.031 -0.892 2.039
H4 -2.478 1.017 0.985
C3 1.890 0.889 -0.343
C4 0.816 0.463 -1.274
C5 -0.405 1.107 -1.373
O4 -0.973 2.046 -1.826
H5 2.533 0.050 -0.072
H6 2.513 1.633 -0.855
H7 1.464 1.332 0.559
H8 0.999 -0.372 -1.940

The energy relative to the best compared isomer or geometry (same formula, charge and spin) is 392.18 kJ/mol. For the HOMO-LUMO gap (alpha / beta), the calculation gives 7.6960 / 7.6940 eV. The strongest force on any atom comes out at 4.4 eV/A.

The computed Löwdin charges, all in e, follow: number 1, C, carries -0.066; number 2, O, carries -0.158; number 3, C, carries -0.606; number 4, O, carries 0.124; number 5, O, carries 0.075; number 6, H, carries 0.092; number 7, H, carries 0.091; number 8, H, carries 0.085; number 9, H, carries 0.132; number 10, C, carries -0.055; number 11, C, carries -0.050; number 12, C, carries -0.220; number 13, O, carries 0.149; number 14, H, carries 0.083; number 15, H, carries 0.096; number 16, H, carries 0.094; number 17, H, carries 0.135

# 3
Density functional theory data (wB97M-V/def2-TZVPD) for the molecule C10H9N7O6 in a non-equilibrium geometry.

Cartesian coordinates (Å):
O1 -0.290 5.342 -1.280
N1 0.293 4.332 -1.133
C1 0.007 3.085 -0.550
C2 1.233 2.401 -0.489
N2 2.301 3.154 -0.948
O2 1.742 4.332 -1.256
C3 1.291 1.010 -0.256
N3 2.478 0.270 -0.437
O3 3.651 0.602 -0.180
O4 2.232 -0.922 -0.856
C4 -0.030 0.067 -0.308
C5 -1.188 1.006 -0.232
N4 -2.546 0.571 -0.512
O5 -3.037 -0.549 -0.760
O6 -3.207 1.709 -1.008
N5 -2.451 2.859 -0.895
C6 -1.229 2.424 -0.396
H1 0.409 -0.398 -1.199
C7 -0.644 -3.079 -1.032
C8 -0.369 -2.316 0.236
N6 -0.283 -0.993 0.484
C9 0.253 -0.800 1.812
C10 0.235 -2.158 2.472
N7 -0.119 -3.013 1.361
H2 -0.756 -4.167 -0.840
H3 -1.566 -2.708 -1.498
H4 0.180 -2.968 -1.760
H5 1.278 -0.423 1.663
H6 -0.395 -0.066 2.278
H7 1.208 -2.421 2.876
H8 -0.515 -2.154 3.245
H9 -0.167 -4.030 1.400

The energy relative to the best compared isomer or geometry (same formula, charge and spin) is 238.50 kJ/mol. For the HOMO-LUMO gap, the calculation gives 6.5901 eV. The strongest force on any atom comes out at 6.0 eV/A.

The computed Löwdin charges, all in e, follow: number 1, O, carries 0.107; number 2, N, carries -0.160; number 3, C, carries -0.065; number 4, C, carries -0.176; number 5, N, carries 0.112; number 6, O, carries 0.002; number 7, C, carries -0.075; number 8, N, carries -0.360; number 9, O, carries 0.031; number 10, O, carries -0.076; number 11, C, carries -0.206; number 12, C, carries 0.014; number 13, N, carries -0.147; number 14, O, carries 0.011; number 15, O, carries 0.014; number 16, N, carries 0.156; number 17, C, carries -0.124; number 18, H, carries 0.155; number 19, C, carries 0.048; number 20, C, carries -0.189; number 21, N, carries -0.020; number 22, C, carries -0.073; number 23, C, carries -0.096; number 24, N, carries 0.111; number 25, H, carries 0.099; number 26, H, carries 0.091; number 27, H, carries 0.111; number 28, H, carries 0.136; number 29, H, carries 0.143; number 30, H, carries 0.132; number 31, H, carries 0.122; number 32, H, carries 0.170

# 4
Density functional theory data (wB97M-V/def2-TZVPD) for a structure of composition C24H44Br12O10S5 in a non-equilibrium geometry.

Cartesian coordinates (Å):
C1 5.984 21.810 6.014
Br1 4.897 20.904 4.670
Br2 4.579 22.611 7.300
Br3 7.176 23.266 5.181
H1 6.594 21.160 6.640
C2 6.116 27.194 8.746
Br4 4.722 26.051 9.514
Br5 5.603 29.123 8.549
Br6 6.964 26.433 7.080
H2 6.906 26.989 9.469
C3 6.312 25.055 15.847
Br7 8.122 25.737 15.793
Br8 4.775 26.142 16.523
Br9 6.315 23.367 16.674
H3 6.077 24.743 14.829
C4 6.766 17.635 10.858
Br10 7.163 15.652 10.651
Br11 5.985 18.483 9.244
Br12 8.469 18.363 11.416
H4 6.096 17.765 11.707
C5 0.884 23.014 14.571
C6 0.211 21.662 14.646
C7 1.344 20.620 14.681
S1 2.780 21.370 15.615
O1 4.078 20.941 15.067
O2 2.395 21.274 17.039
C8 2.390 23.078 15.009
H5 0.304 23.732 15.152
H6 0.840 23.423 13.562
H7 -0.385 21.564 13.739
H8 -0.556 21.719 15.418
H9 1.695 20.646 13.649
H10 1.174 19.614 15.065
H11 3.038 23.209 14.142
H12 2.680 23.726 15.836
C9 4.371 20.818 11.976
C10 4.425 21.472 10.556
C11 5.551 22.364 10.315
S2 6.542 22.414 11.921
O3 6.074 23.501 12.791
O4 8.024 22.285 11.776
C12 5.822 20.869 12.503
H13 4.120 19.758 12.009
H14 3.710 21.464 12.553
H15 3.463 21.934 10.337
H16 4.398 20.586 9.921
H17 5.446 23.352 9.867
H18 6.124 21.735 9.634
H19 6.012 20.714 13.565
H20 6.456 20.110 12.044
C13 7.293 18.193 15.474
C14 8.206 18.481 16.699
C15 7.709 17.657 17.857
S3 5.882 17.664 17.803
O5 5.235 18.623 18.722
O6 5.517 16.251 17.761
C16 5.825 18.163 16.035
H21 7.505 17.280 14.917
H22 7.389 18.890 14.642
H23 8.032 19.537 16.904
H24 9.218 18.216 16.390
H25 8.043 18.105 18.792
H26 8.052 16.624 17.789
H27 5.546 19.216 16.068
H28 4.994 17.638 15.563
C17 -1.036 24.538 8.691
C18 -0.410 23.496 7.715
C19 0.840 23.093 8.432
S4 0.300 22.804 10.251
O7 1.324 23.475 11.132
O8 -0.073 21.417 10.449
C20 -1.207 23.807 10.096
H29 -2.041 24.793 8.355
H30 -0.579 25.476 9.006
H31 -0.398 23.839 6.680
H32 -0.929 22.538 7.676
H33 1.526 23.937 8.496
H34 1.347 22.194 8.080
H35 -1.499 24.460 10.919
H36 -1.898 22.965 10.114
C21 11.087 23.746 11.794
C22 11.292 24.273 13.175
C23 11.038 25.804 13.105
S5 10.862 26.306 11.324
O9 11.653 27.485 11.062
O10 9.455 26.156 10.933
C24 11.599 24.761 10.768
H37 10.098 23.697 11.340
H38 11.534 22.769 11.612
H39 12.266 23.992 13.578
H40 10.642 23.730 13.861
H41 11.846 26.349 13.594
H42 10.134 26.304 13.453
H43 12.685 24.852 10.791
H44 11.330 24.542 9.735

The energy relative to the best compared isomer or geometry (same formula, charge and spin) is 358.84 kJ/mol. For the HOMO-LUMO gap, the calculation gives 8.7754 eV. The strongest force on any atom comes out at 4.0 eV/A.

The computed Löwdin charges, all in e, follow: number 1, C, carries -1.360; number 2, Br, carries 0.551; number 3, Br, carries 0.561; number 4, Br, carries 0.479; number 5, H, carries -0.024; number 6, C, carries -1.465; number 7, Br, carries 0.579; number 8, Br, carries 0.532; number 9, Br, carries 0.483; number 10, H, carries -0.052; number 11, C, carries -1.603; number 12, Br, carries 0.601; number 13, Br, carries 0.541; number 14, Br, carries 0.609; number 15, H, carries -0.073; number 16, C, carries -1.484; number 17, Br, carries 0.504; number 18, Br, carries 0.622; number 19, Br, carries 0.600; number 20, H, carries -0.030; number 21, C, carries -0.213; number 22, C, carries -0.214; number 23, C, carries -0.183; number 24, S, carries 0.723; number 25, O, carries -0.384; number 26, O, carries -0.338; number 27, C, carries -0.175; number 28, H, carries 0.111; number 29, H, carries 0.078; number 30, H, carries 0.104; number 31, H, carries 0.113; number 32, H, carries 0.086; number 33, H, carries 0.104; number 34, H, carries 0.087; number 35, H, carries 0.073; number 36, C, carries -0.168; number 37, C, carries -0.302; number 38, C, carries -0.282; number 39, S, carries 0.745; number 40, O, carries -0.348; number 41, O, carries -0.360; number 42, C, carries -0.248; number 43, H, carries 0.116; number 44, H, carries 0.084; number 45, H, carries 0.089; number 46, H, carries 0.032; number 47, H, carries 0.004; number 48, H, carries 0.062; number 49, H, carries 0.088; number 50, H, carries 0.016; number 51, C, carries -0.203; number 52, C, carries -0.210; number 53, C, carries -0.231; number 54, S, carries 0.723; number 55, O, carries -0.330; number 56, O, carries -0.361; number 57, C, carries -0.206; number 58, H, carries 0.102; number 59, H, carries 0.080; number 60, H, carries 0.118; number 61, H, carries 0.118; number 62, H, carries 0.103; number 63, H, carries 0.106; number 64, H, carries 0.063; number 65, H, carries 0.103; number 66, C, carries -0.176; number 67, C, carries -0.214; number 68, C, carries -0.222; number 69, S, carries 0.728; number 70, O, carries -0.383; number 71, O, carries -0.341; number 72, C, carries -0.215; number 73, H, carries 0.106; number 74, H, carries 0.117; number 75, H, carries 0.121; number 76, H, carries 0.117; number 77, H, carries 0.089; number 78, H, carries 0.089; number 79, H, carries 0.105; number 80, H, carries 0.088; number 81, C, carries -0.251; number 82, C, carries -0.193; number 83, C, carries -0.193; number 84, S, carries 0.701; number 85, O, carries -0.328; number 86, O, carries -0.341; number 87, C, carries -0.246; number 88, H, carries 0.088; number 89, H, carries 0.122; number 90, H, carries 0.115; number 91, H, carries 0.109; number 92, H, carries 0.097; number 93, H, carries 0.057; number 94, H, carries 0.102; number 95, H, carries 0.108

What is the strongest force on any atom in the first record?
4.8 eV/A